Record 1
Here is a cluster of 2 separate species, C5H11OP in total from OMol25. Energies are from ωB97M-V with the def2-TZVPD basis set.

Values from the calculation:
**HOMO (spin up / spin down)**: -6.382 / -9.544 eV
**E_tot**: -613.5197 a.u.
**Multiplicity**: 3
**HOMO-LUMO gap (spin up / spin down)**: 7.3 / 7.9 eV
**LUMO energy (spin up / spin down)**: 0.889 / -1.605 eV
**Relative energy (zero: lowest compared OMol25 entry of this formula, charge and spin)**: 0.000 eV
**<S²>**: 2.01

Each line ends with the Löwdin spin population.
Atoms and positions in Å:
C (-2.0574, 1.2220, -0.2715)  0.095
C (-1.6303, -0.0322, -0.2624)  0.726
C (-2.1271, -1.4057, 0.0182)  0.107
C (1.8706, 0.4140, -1.3792)  0.096
C (1.5845, 0.4472, 1.6390)  0.096
O (1.1824, -1.9630, 0.0910)  0.279
P (1.0509, -0.4973, 0.0455)  0.479
H (-1.4003, 1.9811, -0.4093)  0.016
H (-3.0301, 1.5826, -0.2798)  0.026
H (-1.3509, -1.7641, 0.7681)  0.010
H (-3.1991, -1.4007, 0.2800)  0.027
H (-1.8005, -1.9431, -0.9298)  0.003
H (1.6661, -0.2778, -2.1661)  0.000
H (1.3032, 1.2914, -1.5834)  0.002
H (2.9620, 0.7161, -1.3552)  0.020
H (0.6585, 0.2780, 2.1877)  0.004
H (2.4287, -0.1264, 2.0751)  0.011
H (1.8887, 1.4781, 1.5321)  0.003

=====

Record 2
Here is a cluster of 2 separate species, C5H14 in total from OMol25. Energies are from ωB97M-V with the def2-TZVPD basis set.

Values from the calculation:
**HOMO**: -11.002 eV
**E_tot**: -198.8367 a.u.
**HOMO-LUMO gap**: 12.2 eV
**LUMO energy**: 1.152 eV
**Relative energy (zero: lowest compared OMol25 entry of this formula, charge and spin)**: 1.428 eV

Each line ends with the natural charge from an NBO analysis.
Atoms and positions in Å:
C (-1.3005, 0.0129, -2.4188)  -0.593
C (-0.4965, 0.7199, -1.3732)  -0.395
C (-1.2961, 1.1082, -0.1241)  -0.627
H (-2.0865, 0.5570, -2.7503)  0.196
H (-1.7737, -0.9316, -2.0770)  0.191
H (-0.6080, -0.4269, -3.2746)  0.201
H (0.4660, 0.0376, -1.1726)  0.192
H (-0.1681, 1.6266, -2.0148)  0.200
H (-0.6740, 0.9231, 0.7373)  0.219
H (-1.5370, 2.1428, -0.1444)  0.211
H (-2.1639, 0.4851, -0.0265)  0.204
C (1.5060, -1.5290, 1.6811)  -0.633
C (1.4175, 0.0489, 1.9524)  -0.619
H (1.2953, -1.9743, 0.6754)  0.212
H (2.4444, -2.0196, 1.9184)  0.207
H (0.8321, -1.9464, 2.4846)  0.204
H (2.2600, 0.3809, 2.5469)  0.214
H (0.3964, 0.3193, 2.4606)  0.207
H (1.4868, 0.4656, 0.9197)  0.210